# 1
This record from OMol25 describes a structure of composition C41H54FN6O9P2S3Si2W. The level of theory is wB97M-V/def2-TZVPD.

ORCA input file:
```
! wB97M-V def2-TZVPD RIJCOSX def2/J DEFGRID3
* xyz -1 3
W 0.6052 0.8158 1.1773
O 2.8032 -2.5491 1.1890
C 2.3992 -1.5973 1.8214
O 1.2314 -1.0373 1.5224
C 3.1658 -1.0687 2.9938
C 4.1048 -1.9621 3.5255
C 4.8754 -1.6418 4.6209
C 4.7188 -0.3876 5.2060
C 3.8122 0.5093 4.6858
C 3.0153 0.2010 3.5695
S 1.9630 1.5186 3.0620
H 4.1975 -2.9234 3.0392
H 5.5867 -2.3529 5.0193
H 5.3092 -0.1082 6.0702
H 3.6996 1.4869 5.1371
N -1.8927 0.2908 -0.6644
N -0.4602 0.1162 -0.6221
H -2.2114 -0.2097 -1.4964
H -2.2425 -0.2094 0.1469
H -0.1095 0.6556 -1.4125
H -0.2233 -0.8724 -0.8222
N 6.7971 1.1990 -3.4322
C 5.8961 1.1030 -2.7255
C 4.7770 0.9912 -1.8316
C 4.6789 1.8473 -0.7342
C 3.5867 1.7255 0.0987
N 2.6224 0.8206 -0.1189
C 2.7332 -0.0201 -1.1516
C 3.7935 0.0346 -2.0424
H 5.4388 2.5888 -0.5348
H 3.4520 2.3538 0.9723
H 1.9720 -0.7865 -1.2688
H 3.8368 -0.6607 -2.8686
C -2.4264 3.3257 -0.1756
Si -2.6313 2.4758 1.4995
C -3.0975 3.8954 2.6639
C -4.1522 1.3519 1.3964
C -1.0634 1.7015 2.2385
Si -1.3519 1.0784 4.0068
C -3.1512 0.6887 4.4426
C -0.8342 2.4203 5.2253
C -0.4443 -0.5213 4.4648
H -2.5937 4.4019 -0.0796
H -3.1478 2.9226 -0.8869
H -1.4392 3.1490 -0.5900
H -3.9257 4.4670 2.2357
H -2.2494 4.5761 2.7788
H -3.3990 3.5645 3.6582
H -4.7862 1.7100 0.5813
H -4.7397 1.3873 2.3130
H -3.9202 0.3034 1.2062
H -0.4947 2.6200 2.4939
H -3.7736 1.5746 4.5741
H -3.1167 0.1638 5.4023
H -3.6291 0.0307 3.7199
H -1.5254 3.2657 5.2053
H 0.1682 2.7922 5.0118
H -0.8355 2.0082 6.2386
H 0.1596 -0.9714 3.6784
H -1.1699 -1.2761 4.7768
H 0.2267 -0.3232 5.3051
S -1.1379 -0.8814 -3.8765
P -0.1860 -2.5953 -3.4986
S 0.6982 -2.8436 -1.7340
C -1.3452 -3.9880 -3.7899
C -2.2176 -3.9390 -4.8748
C -3.0913 -4.9866 -5.1178
C -3.1047 -6.0923 -4.2756
C -2.2411 -6.1436 -3.1922
C -1.3616 -5.0956 -2.9514
C 1.0578 -2.8906 -4.8112
C 1.8622 -4.0261 -4.7288
C 2.8213 -4.2776 -5.6956
C 2.9933 -3.3904 -6.7517
C 2.1992 -2.2576 -6.8358
C 1.2306 -2.0093 -5.8701
H -2.2209 -3.0633 -5.5126
H -3.7695 -4.9375 -5.9607
H -3.7929 -6.9077 -4.4616
H -2.2530 -6.9966 -2.5250
H -0.6974 -5.1140 -2.0959
H 1.7424 -4.7025 -3.8907
H 3.4425 -5.1613 -5.6217
H 3.7495 -3.5814 -7.5029
H 2.3303 -1.5604 -7.6540
H 0.6027 -1.1288 -5.9256
F -2.3560 6.4622 -2.7838
C -1.1973 6.5854 -2.1288
C -0.4151 5.5282 -1.8987
N 0.7836 5.6349 -1.2271
C 1.5843 4.4465 -0.9658
C 1.1122 3.6789 0.2767
O 1.1890 4.1781 1.3758
O 0.6405 2.4880 0.0016
C 1.2628 6.8569 -0.7918
O 2.3449 7.0149 -0.2744
N 0.3996 7.9161 -1.0179
C -0.8257 7.9181 -1.6756
O -1.4646 8.9335 -1.8359
H -0.6970 4.5363 -2.2221
H 2.5965 4.7960 -0.7700
H 1.5748 3.8006 -1.8428
H 0.7371 8.8116 -0.6957
C -3.5293 -2.8179 3.1271
O -2.7117 -1.9435 2.3467
P -1.6129 -2.4831 1.2805
O -0.8507 -3.5477 2.2328
C 0.0737 -4.4589 1.6194
O -2.4773 -3.5792 0.4072
C -3.2799 -3.0160 -0.6304
H -4.5671 -2.7047 2.8115
H -3.4379 -2.5255 4.1726
H -3.2229 -3.8560 3.0107
H -0.4506 -5.1288 0.9375
H 0.5244 -5.0316 2.4276
H 0.8523 -3.9188 1.0813
H -3.8376 -3.8306 -1.0871
H -2.6564 -2.5452 -1.3946
H -3.9851 -2.2816 -0.2277
*
```

The LUMO energy (spin up / spin down) comes out at 1.11 / 1.08 eV. The HOMO-LUMO gap (spin up / spin down) is 6.419 / 6.896 eV.

Löwdin population analysis, charges in e, atoms 1 to 99:
1 W 1.448
2 O 0.065
3 C -0.549
4 O -0.295
5 C -0.144
6 C -0.027
7 C -0.090
8 C -0.092
9 C -0.134
10 C -0.537
11 S 0.696
12 H 0.115
13 H 0.096
14 H 0.099
15 H 0.092
16 N -0.004
17 N -0.180
18 H 0.010
19 H -0.004
20 H 0.067
21 H -0.049
22 N 0.166
23 C -0.167
24 C -0.206
25 C 0.015
26 C -0.111
27 N -0.022
28 C -0.094
29 C 0.035
30 H 0.125
31 H 0.086
32 H 0.012
33 H 0.131
34 C -0.183
35 Si 0.447
36 C -0.187
37 C -0.180
38 C -0.530
39 Si 0.408
40 C -0.188
41 C -0.185
42 C -0.182
43 H 0.028
44 H 0.029
45 H -0.016
46 H 0.029
47 H 0.036
48 H 0.005
49 H 0.030
50 H 0.018
51 H 0.001
52 H -0.022
53 H 0.019
54 H 0.033
55 H 0.001
56 H 0.020
57 H 0.005
58 H 0.030
59 H -0.009
60 H 0.021
61 H 0.034
62 S 0.187
63 P 0.047
64 S 0.312
65 C -0.384
66 C -0.105
67 C -0.091
68 C -0.101
69 C -0.091
70 C -0.119
71 C -0.381
72 C -0.106
73 C -0.092
74 C -0.102
75 C -0.094
76 C -0.115
77 H 0.084
78 H 0.097
79 H 0.095
80 H 0.099
81 H 0.059
82 H 0.092
83 H 0.098
84 H 0.095
85 H 0.097
86 H 0.052
87 F 0.091
88 C -0.191
89 C 0.045
90 N 0.017
91 C -0.032
92 C -0.602
93 O 0.073
94 O -0.271
95 C -0.463
96 O 0.092
97 N 0.216
98 C -0.402
99 O 0.095

# 2
This record from OMol25 describes a structure of composition C41H54N8Ta. The level of theory is wB97M-V/def2-TZVPD.

ORCA input file:
```
! wB97M-V def2-TZVPD RIJCOSX def2/J DEFGRID3
* xyz 3 1
Ta -0.0927 -0.4491 -0.2785
C 5.3576 1.8242 -2.7545
C 4.0221 2.5797 -2.7390
C 3.1137 2.0799 -1.6594
C 3.0280 2.5368 -0.3751
C 3.7588 3.7016 0.2216
C 2.9569 5.0019 0.1019
C 2.0654 1.7427 0.3013
N 1.5472 0.7542 -0.5552
C 2.2267 0.9744 -1.7847
C 2.0657 0.2217 -2.9085
C 1.3007 -0.9266 -3.0117
C 1.2674 -1.7909 -4.1104
C 1.9712 -1.5784 -5.4162
C 3.4057 -2.1193 -5.4042
C 0.5373 -2.9106 -3.7372
C 0.0971 -2.7146 -2.4215
C -0.6176 -3.6183 -1.6654
C -1.0132 -3.4402 -0.3715
N -0.7846 -2.2552 0.3775
C -1.3867 -2.5208 1.6197
C -1.3719 -1.6444 2.6933
C -0.6841 -0.4732 2.7591
N 0.1012 0.0520 1.7006
C 0.7460 1.1675 2.2656
C 1.6603 1.9335 1.6028
C 0.3118 1.3621 3.6112
C -0.5658 0.3638 3.9116
C -1.3107 0.1688 5.1948
C -2.7088 0.7943 5.1428
C 0.8156 2.4384 4.5239
C 2.1317 2.0514 5.2091
C -1.9718 -3.8037 1.6348
C -1.7434 -4.3745 0.4048
C -2.1381 -5.7475 -0.0451
C -1.0526 -6.7879 0.2625
C -2.6585 -4.4113 2.8219
C -1.6644 -4.9069 3.8797
N 0.5152 -1.4399 -1.9488
C 0.2257 -4.0973 -4.5948
C -1.1179 -3.9256 -5.3144
H 5.9991 2.2022 -3.5486
H 5.2076 0.7550 -2.9199
H 5.8887 1.9404 -1.8089
H 3.5312 2.4995 -3.7109
H 4.1941 3.6454 -2.5833
H 4.7225 3.8058 -0.2776
H 3.9955 3.4971 1.2676
H 2.6739 5.1958 -0.9344
H 3.5412 5.8509 0.4525
H 2.0408 4.9592 0.6985
H 2.6455 0.5015 -3.7778
H 1.9699 -0.5169 -5.6709
H 1.3951 -2.0697 -6.2014
H 4.0123 -1.6234 -4.6436
H 3.8761 -1.9555 -6.3720
H 3.4241 -3.1899 -5.1962
H -0.8688 -4.5616 -2.1307
H -1.9007 -1.9562 3.5835
H 2.1179 2.7447 2.1522
H -0.7313 0.6073 6.0073
H -1.3795 -0.8956 5.4287
H -2.6429 1.8790 5.0349
H -3.2588 0.5842 6.0585
H -3.2905 0.4037 4.3040
H 0.0535 2.6429 5.2767
H 0.9399 3.3699 3.9661
H 2.0042 1.1541 5.8159
H 2.4727 2.8535 5.8609
H 2.9205 1.8504 4.4812
H -2.3645 -5.7411 -1.1129
H -3.0702 -6.0241 0.4478
H -0.1097 -6.5420 -0.2302
H -1.3636 -7.7734 -0.0800
H -0.8597 -6.8516 1.3339
H -3.2782 -5.2416 2.4848
H -3.3530 -3.6855 3.2519
H -0.9845 -5.6513 3.4647
H -2.1982 -5.3661 4.7099
H -1.0537 -4.0949 4.2800
H 0.2238 -5.0076 -3.9928
H 1.0310 -4.2278 -5.3185
H -1.9418 -3.8323 -4.6039
H -1.3196 -4.7841 -5.9522
H -1.1158 -3.0327 -5.9411
C -2.2134 5.7028 0.2463
C -3.5593 4.9799 0.0846
C -4.0032 4.8726 -1.3729
C -3.6618 3.6603 0.8351
N -2.7883 2.5524 0.2866
C -1.6934 2.5802 -0.4578
N -1.3622 1.3188 -0.6977
N -2.2515 0.5612 -0.0332
N -3.0989 1.2755 0.5918
H -2.3631 6.7814 0.2558
H -1.5323 5.5126 -0.5891
H -1.7053 5.4464 1.1806
H -4.3097 5.5789 0.6089
H -3.3265 4.2565 -1.9754
H -4.0147 5.8592 -1.8358
H -5.0068 4.4546 -1.4635
H -4.6679 3.2513 0.7793
H -3.3787 3.7573 1.8818
H -1.2053 3.4677 -0.8234
*
```

The LUMO energy comes out at -10.07 eV. The HOMO-LUMO gap is 5.362 eV.

Löwdin population analysis, charges in e, atoms 1 to 99:
1 Ta 2.052
2 C -0.052
3 C -0.164
4 C -0.101
5 C -0.106
6 C -0.164
7 C -0.061
8 C -0.185
9 N -0.064
10 C -0.187
11 C 0.083
12 C -0.188
13 C -0.091
14 C -0.164
15 C -0.053
16 C -0.090
17 C -0.183
18 C 0.091
19 C -0.182
20 N -0.074
21 C -0.185
22 C 0.071
23 C -0.191
24 N -0.060
25 C -0.190
26 C 0.065
27 C -0.105
28 C -0.101
29 C -0.163
30 C -0.059
31 C -0.171
32 C -0.054
33 C -0.095
34 C -0.085
35 C -0.160
36 C -0.049
37 C -0.158
38 C -0.055
39 N -0.078
40 C -0.161
41 C -0.054
42 H 0.091
43 H 0.075
44 H 0.086
45 H 0.119
46 H 0.121
47 H 0.122
48 H 0.120
49 H 0.082
50 H 0.091
51 H 0.068
52 H 0.133
53 H 0.120
54 H 0.122
55 H 0.074
56 H 0.092
57 H 0.085
58 H 0.135
59 H 0.129
60 H 0.128
61 H 0.122
62 H 0.120
63 H 0.079
64 H 0.090
65 H 0.075
66 H 0.119
67 H 0.116
68 H 0.087
69 H 0.091
70 H 0.078
71 H 0.116
72 H 0.121
73 H 0.082
74 H 0.091
75 H 0.074
76 H 0.118
77 H 0.123
78 H 0.077
79 H 0.091
80 H 0.073
81 H 0.120
82 H 0.121
83 H 0.079
84 H 0.091
85 H 0.085
86 C -0.060
87 C -0.402
88 C -0.051
89 C -0.052
90 N -0.010
91 C -0.035
92 N -0.074
93 N -0.079
94 N 0.164
95 H 0.098
96 H 0.069
97 H 0.083
98 H 0.152
99 H 0.072